Entry 1:
122
Properties=species:S:1:pos:R:3 method="wB97M-V/def2-TZVPD" e_homo_ev="-10.1381 / -10.1358" total_charge=+1 relative_energy_kcal_mol=242.49 lumo_ev="-3.3 / -5.2" orbital_gap_ha="0.2503 / 0.1821" multiplicity=1
Bi 0.285 -1.725 -0.151
O -0.695 1.261 5.675
S -1.818 1.919 6.424
C -3.481 1.189 5.757
C -3.434 0.806 4.262
C -3.477 1.920 3.217
C -4.951 2.229 2.921
S -5.416 3.454 1.684
O -5.271 2.769 0.329
C -4.125 4.766 1.991
C -4.279 5.748 3.150
C -3.616 6.980 3.077
C -2.875 7.217 1.985
C -2.651 6.187 0.970
C -3.380 5.050 0.880
C -1.765 3.762 5.973
C -1.108 4.356 4.879
C -0.794 5.717 4.860
C -1.290 6.555 5.865
C -1.926 5.962 6.965
C -2.224 4.601 6.991
H -4.331 1.834 6.135
H -3.527 0.262 6.352
H -4.096 0.009 3.877
H -2.443 0.338 4.262
H -3.076 1.740 2.233
H -2.909 2.731 3.704
H -5.438 2.645 3.833
H -5.564 1.385 2.680
H -5.031 5.358 3.988
H -3.602 7.682 3.912
H -2.243 8.024 1.846
H -1.966 6.466 0.095
H -3.227 4.231 0.121
H -0.733 3.792 4.027
H -0.354 6.059 3.982
H -1.146 7.596 5.782
H -2.380 6.560 7.805
H -2.655 4.176 7.855
N 2.773 -3.716 2.242
N 1.599 -4.172 2.754
C 0.958 -2.939 3.190
N -0.253 -2.900 4.012
N 1.325 -1.994 2.432
N 2.590 -2.362 1.781
O -0.190 -1.850 -5.099
O 2.284 -2.316 0.279
H 6.911 -9.926 -5.828
H 2.797 -4.213 1.343
H 1.695 -4.912 3.440
H -0.297 -3.659 4.703
H -0.820 -1.968 4.373
C -4.307 0.418 -2.559
C -3.057 -0.416 -2.988
C -3.085 -1.913 -3.356
C -1.910 -2.588 -3.394
C -1.810 -4.054 -3.912
O -2.515 -4.965 -3.459
C -0.696 -4.241 -5.028
C -0.808 -5.412 -5.623
C 0.239 -5.632 -6.706
C 1.323 -4.692 -6.879
C 1.137 -3.407 -6.441
C 0.041 -3.133 -5.453
C -0.574 -2.129 -2.998
O 0.251 -2.613 -2.359
C -0.582 -0.559 -2.798
C -1.888 0.250 -2.719
C 0.518 0.042 -2.439
N 1.740 -0.518 -1.746
C 2.952 -0.674 -1.632
C 4.007 -0.226 -2.733
Te 5.541 -1.591 -2.675
C 4.506 -3.220 -3.431
C 4.873 -4.092 -4.475
C 4.109 -5.181 -4.837
C 2.900 -5.383 -4.206
C 2.562 -4.561 -3.144
C 3.317 -3.523 -2.690
C 0.661 1.566 -2.672
C 1.005 2.619 -1.718
C 1.428 3.918 -2.253
C 1.277 4.258 -3.658
C 1.005 3.215 -4.565
C 0.741 1.929 -4.143
H -5.221 -0.009 -2.898
H -4.182 1.474 -2.904
H -4.318 0.398 -1.473
H -4.006 -2.413 -3.658
H -1.534 -6.286 -5.360
H 0.181 -6.568 -7.311
H 2.195 -4.675 -7.455
H 1.882 -2.502 -6.466
H 7.146 -9.527 -5.203
H -1.807 1.284 -2.723
H 7.537 -1.096 12.671
H 3.443 -0.898 -0.786
H 4.444 0.744 -2.767
H 3.422 -0.219 -3.656
H 5.824 -3.942 -5.034
H 4.505 -5.946 -5.524
H 2.310 -6.217 -4.469
H 1.604 -4.745 -2.658
H 3.107 -3.125 -1.717
H 1.278 2.510 -0.625
H 1.541 4.625 -1.469
H 1.355 5.301 -3.902
H 1.023 3.435 -5.584
H 0.462 1.114 -4.815
O 4.831 -1.751 3.876
H 4.488 -0.904 4.308
H 4.132 -1.891 3.260
H 6.569 -7.522 -1.314
I 2.566 2.716 3.375
C 1.412 1.496 2.223
C -0.013 1.336 2.453
N -0.470 0.339 1.689
N 0.620 0.022 0.932
C 1.746 0.628 1.237
H -0.646 1.840 3.185
H 6.673 -7.199 -0.648
H 2.640 0.000 1.081

Entry 2:
118
Properties=species:S:1:pos:R:3 method="wB97M-V/def2-TZVPD" e_homo_ev=-10.4418 total_charge=+1 lumo_ev=-2.5 orbital_gap_ha=0.2931 multiplicity=1
C 6.046 2.648 -3.516
C 5.560 2.083 -4.833
O 6.177 0.805 -5.069
C 5.467 -0.166 -5.678
O 5.844 -0.700 -6.674
C 4.245 -0.647 -4.907
C 3.171 -1.240 -5.828
C 2.208 -0.228 -6.421
N 1.412 0.485 -5.371
C 0.725 1.703 -5.938
C -0.471 2.243 -5.171
C -0.217 3.179 -3.981
F 0.034 4.436 -4.453
Br 1.333 2.702 -2.893
C -1.446 3.334 -3.029
F -1.125 4.079 -1.985
F -2.382 3.981 -3.730
Br -2.181 1.650 -2.450
O 0.511 -0.413 -4.792
C 0.850 -0.761 -3.417
C 0.162 -2.068 -3.061
C 0.525 -2.441 -1.639
O -1.259 -1.927 -3.146
H 5.804 3.709 -3.438
H 5.608 2.115 -2.665
H 7.132 2.526 -3.456
H 5.827 2.728 -5.677
H 4.466 1.976 -4.843
H 3.882 0.157 -4.259
H 4.616 -1.419 -4.222
H 2.611 -2.041 -5.332
H 3.687 -1.701 -6.677
H 1.461 -0.701 -7.068
H 2.728 0.554 -6.986
H 2.041 0.818 -4.631
H 0.420 1.426 -6.947
H 1.516 2.460 -6.010
H -1.152 1.441 -4.884
H -1.010 2.868 -5.896
H 0.478 0.036 -2.772
H 1.938 -0.835 -3.311
H 0.494 -2.849 -3.764
H -0.095 -3.278 -1.308
H 1.571 -2.757 -1.568
H 0.357 -1.594 -0.969
H -1.479 -1.574 -4.021
F 0.344 -5.757 -0.380
C -0.330 -5.852 0.791
C -1.420 -5.031 0.989
C -2.107 -5.121 2.191
C -1.688 -6.010 3.170
C -0.586 -6.824 2.941
C 0.105 -6.755 1.739
H -1.721 -4.333 0.220
H -2.958 -4.478 2.370
H -2.211 -6.059 4.115
H -0.254 -7.513 3.706
H 0.965 -7.378 1.537
F -1.237 -2.608 4.399
C -0.340 -2.833 5.387
C -0.330 -1.987 6.477
C 0.598 -2.222 7.482
C 1.488 -3.283 7.386
C 1.450 -4.117 6.277
C 0.529 -3.898 5.262
H -1.035 -1.169 6.532
H 0.621 -1.572 8.347
H 2.206 -3.461 8.174
H 2.141 -4.947 6.198
H 0.478 -4.535 4.389
F -0.309 0.575 0.610
C -0.808 1.309 1.640
C -1.065 0.678 2.840
C -1.571 1.441 3.882
C -1.813 2.798 3.709
C -1.548 3.401 2.488
C -1.038 2.652 1.435
H -0.873 -0.381 2.949
H -1.780 0.974 4.834
H -2.206 3.383 4.530
H -1.740 4.457 2.348
H -0.815 3.094 0.474
F -2.593 -1.261 -5.689
C -1.899 -1.435 -6.842
C -1.254 -2.638 -7.046
C -0.515 -2.793 -8.212
C -0.442 -1.765 -9.144
C -1.119 -0.574 -8.916
C -1.855 -0.397 -7.750
H -1.337 -3.427 -6.311
H -0.010 -3.731 -8.399
H 0.117 -1.903 -10.059
H -1.096 0.214 -9.658
H -2.423 0.506 -7.565
F -4.016 1.005 6.043
C -4.799 2.089 6.249
C -5.463 2.636 5.170
C -6.256 3.754 5.386
C -6.370 4.301 6.657
C -5.687 3.727 7.721
C -4.889 2.609 7.523
H -5.357 2.191 4.190
H -6.790 4.198 4.556
H -6.992 5.171 6.819
H -5.773 4.151 8.712
H -4.347 2.144 8.335
F 0.929 5.057 8.996
C 1.048 4.099 8.056
C 0.819 4.434 6.736
C 0.940 3.442 5.774
C 1.283 2.146 6.138
C 1.508 1.841 7.473
C 1.391 2.821 8.449
H 0.550 5.449 6.479
H 0.760 3.680 4.734
H 1.369 1.377 5.382
H 1.775 0.833 7.762
H 1.561 2.608 9.495

Energy: -120800.066; -225887.501 (eV)